This record from OMol25 describes 4 unconnected molecules or ions with the total composition C21H43FO16P4S at a distorted geometry. The level of theory is ωB97M-V with the def2-TZVPD basis set.

The geometry in XYZ format:
```
86
C21H43FO16P4S ωB97M-V with the def2-TZVPD basis set
C 0.608 -2.101 2.909
C 0.484 -2.311 1.391
O 1.673 -2.897 0.883
C 0.300 -0.931 0.764
O -1.107 -0.656 0.834
C -1.467 0.543 0.323
C -2.431 0.631 -0.596
C -3.182 -0.526 -1.158
C -4.537 -0.743 -0.466
C -5.002 -2.174 -0.674
F -4.499 -0.432 0.881
C -2.811 1.998 -1.072
O -3.086 2.227 -2.226
C -2.796 3.055 0.003
C -1.849 2.974 0.930
P -1.744 4.143 2.335
S -0.215 3.868 3.512
C -0.845 1.845 0.769
O 0.333 2.026 0.935
H -0.245 -1.494 3.214
H 1.499 -1.499 3.079
H 0.648 -3.036 3.461
H -0.380 -2.953 1.201
H 1.711 -3.786 1.240
H 0.872 -0.245 1.380
H 0.656 -0.928 -0.266
H -3.415 -0.325 -2.203
H -2.637 -1.462 -1.066
H -5.291 -0.112 -0.942
H -6.032 -2.282 -0.345
H -4.982 -2.374 -1.745
H -4.341 -2.854 -0.143
H -3.546 3.837 0.026
H -2.908 3.941 3.101
H -1.732 5.463 1.852
C 0.886 4.012 6.853
O 0.857 4.904 7.986
P 0.084 4.376 9.338
O -1.306 4.120 8.852
O 0.275 5.783 10.084
C -0.355 6.934 9.531
O 0.143 3.591 10.771
C -0.243 2.209 10.772
H 1.704 4.319 6.205
H 1.050 2.982 7.167
H -0.049 4.086 6.303
H -1.225 6.668 8.932
H 0.357 7.482 8.914
H -0.672 7.569 10.356
H 0.118 1.688 9.888
H -1.328 2.139 10.820
H 0.186 1.744 11.657
C 0.358 -2.551 -6.917
O -0.189 -1.700 -5.894
P -1.781 -1.902 -5.518
O -2.465 -1.649 -6.822
O -1.777 -0.656 -4.515
C -1.517 0.649 -5.037
O -2.932 -2.641 -4.615
C -3.571 -3.790 -5.190
H 1.440 -2.569 -6.798
H -0.023 -3.567 -6.826
H 0.114 -2.152 -7.900
H -1.771 0.727 -6.094
H -0.464 0.895 -4.898
H -2.122 1.358 -4.475
H -2.865 -4.418 -5.731
H -4.362 -3.464 -5.863
H -4.007 -4.370 -4.378
C 5.935 -0.300 -4.033
O 6.056 -1.346 -5.013
P 5.118 -2.684 -4.802
O 5.546 -3.178 -3.458
O 5.798 -3.445 -6.037
C 7.188 -3.753 -5.963
O 3.711 -3.473 -5.072
C 2.704 -3.376 -4.054
H 6.305 0.619 -4.481
H 4.899 -0.153 -3.732
H 6.539 -0.545 -3.161
H 7.530 -3.829 -4.931
H 7.763 -2.985 -6.481
H 7.344 -4.708 -6.460
H 2.661 -2.373 -3.634
H 2.908 -4.096 -3.263
H 1.743 -3.609 -4.508
```

SMILES = C[C@H](O)COC1=C(C[C@@H](C)F)C(=O)C=C([PH2]=S)C1=O.COP(=O)(OC)OC.COP(=O)(OC)OC.COP(=O)(OC)OC
total energy = -105941.62967 eV

=====

This record from OMol25 describes a molecular structure, C21H43KO16 at a distorted geometry. The level of theory is ωB97M-V with the def2-TZVPD basis set.

The geometry in XYZ format:
```
81
C21H43KO16 ωB97M-V with the def2-TZVPD basis set
K 1.532 -1.576 4.385
C -0.315 -2.408 0.942
O 0.780 -2.121 1.732
H -0.877 -1.540 0.598
H -0.094 -2.931 0.011
H -1.098 -2.969 1.452
C -3.817 6.207 -2.828
C -4.268 4.845 -2.334
O -3.117 4.075 -2.125
C -3.228 2.900 -1.411
O -4.291 2.461 -0.974
O -1.977 2.454 -1.219
C -1.775 1.212 -0.506
H -3.388 6.824 -2.039
H -4.702 6.780 -3.106
H -3.284 6.199 -3.778
H -4.808 4.357 -3.146
H -4.915 4.896 -1.458
H -2.308 1.268 0.444
H -0.719 1.006 -0.335
H -2.215 0.344 -0.996
C -3.304 3.548 4.972
C -2.811 2.610 3.949
O -1.733 1.719 4.355
C -1.844 0.330 4.196
O -0.850 -0.394 4.372
O -3.011 -0.083 3.684
C -3.313 -1.436 3.402
H -3.550 3.054 5.912
H -4.301 3.906 4.717
H -2.838 4.529 5.058
H -2.349 3.253 3.200
H -3.610 2.016 3.505
H -4.300 -1.513 2.947
H -3.325 -2.030 4.316
H -2.528 -1.834 2.758
C 1.313 0.242 -5.321
C 0.832 0.464 -3.887
O -0.191 -0.434 -3.558
C 0.156 -1.657 -3.097
O 1.286 -2.008 -2.702
O -0.890 -2.447 -3.130
C -0.895 -3.831 -2.753
H 1.758 -0.753 -5.347
H 2.114 0.934 -5.580
H 0.502 0.158 -6.045
H 0.455 1.486 -3.858
H 1.722 0.515 -3.259
H -1.580 -3.975 -1.918
H -0.034 -4.159 -2.171
H -1.260 -4.494 -3.537
C 4.240 4.312 -1.313
C 2.745 4.153 -1.393
O 2.091 3.776 -0.221
C 2.164 2.449 0.256
O 2.682 1.481 -0.313
O 1.368 2.467 1.379
C 1.339 1.300 2.211
H 4.561 5.081 -0.611
H 4.714 4.685 -2.221
H 4.742 3.373 -1.080
H 2.517 3.389 -2.136
H 2.295 5.041 -1.836
H 0.521 1.332 2.930
H 2.283 1.089 2.714
H 1.119 0.385 1.660
C 1.267 -6.343 2.688
C 1.900 -5.311 1.772
O 3.223 -5.618 1.394
C 3.756 -5.195 0.146
O 3.181 -4.438 -0.666
O 4.893 -5.871 -0.083
C 5.718 -5.603 -1.212
H 1.762 -6.590 3.628
H 0.958 -7.182 2.065
H 0.258 -6.042 2.970
H 1.997 -4.347 2.272
H 1.211 -5.146 0.944
H 6.129 -6.540 -1.586
H 6.513 -4.950 -0.854
H 5.117 -5.140 -1.995
```

ΔE to the lowest compared entry with this formula, charge and spin = 2.913 eV
total energy = -71556.17369 eV

=====

This record from OMol25 describes a molecular structure, C21H43N2P3S2V at a distorted geometry. The level of theory is ωB97M-V with the def2-TZVPD basis set.

The geometry in XYZ format:
```
72
C21H43N2P3S2V ωB97M-V with the def2-TZVPD basis set
V -0.432 0.432 0.025
P 1.568 1.169 1.174
P -2.090 1.973 0.339
P 0.577 1.696 -1.936
H 0.874 -4.405 0.670
C 1.754 -4.072 0.091
C 2.754 -3.372 0.659
H 2.731 -3.071 1.718
C 2.105 0.401 2.746
C 1.404 2.925 1.713
C 3.227 1.159 0.365
C -3.618 1.144 -0.251
C -2.537 2.368 2.069
C -2.174 3.628 -0.428
C 1.892 0.676 -2.713
C 1.337 3.366 -1.884
C -0.604 1.913 -3.327
H 1.763 -4.324 -0.980
H 3.640 -3.075 0.080
H 2.024 -0.690 2.682
H 1.505 0.763 3.586
H 3.158 0.656 2.930
H 0.534 3.032 2.375
H 1.270 3.592 0.852
H 2.310 3.220 2.262
H 3.351 0.224 -0.197
H 3.999 1.195 1.149
H 3.378 2.010 -0.311
H -4.410 1.906 -0.311
H -3.906 0.356 0.460
H -3.462 0.684 -1.238
H -3.139 3.287 2.084
H -1.632 2.524 2.674
H -3.119 1.539 2.496
H -3.128 4.089 -0.132
H -2.116 3.572 -1.523
H -1.344 4.249 -0.063
H 1.619 0.488 -3.757
H 2.018 -0.292 -2.211
H 2.838 1.230 -2.681
H 1.448 3.690 -2.930
H 2.325 3.343 -1.408
H 0.682 4.075 -1.359
H -0.391 1.173 -4.107
H -0.457 2.923 -3.736
H -1.650 1.801 -3.011
C -0.891 -1.924 -3.157
C -1.957 -1.808 -4.090
C -2.067 -2.692 -5.159
C -1.106 -3.694 -5.346
C -0.051 -3.826 -4.433
C 0.064 -2.953 -3.355
S -0.804 -0.893 -1.793
H -1.318 0.312 1.558
H -2.679 -1.008 -3.955
H -2.890 -2.589 -5.874
H -1.189 -4.382 -6.196
H 0.697 -4.614 -4.586
H 0.899 -3.018 -2.659
C 0.121 -3.365 3.506
N -0.259 -2.079 4.079
C -0.045 -1.671 5.387
C -0.519 -0.403 5.501
N -0.984 -0.036 4.247
C -0.803 -1.063 3.373
S -1.207 -1.201 1.707
H -0.695 -3.745 2.881
H 1.024 -3.277 2.886
H 0.310 -4.047 4.340
H 0.426 -2.325 6.105
H -0.574 0.265 6.340
H -1.379 0.868 3.985
```

<S²> = 2.193
multiplicity = 3
total energy = -100652.77181 eV
net charge = +3

=====

- Which of these has the lowest total energy?
  C21H43FO16P4S

=====

Please write out number 2 again, unchanged.
This record from OMol25 describes a molecular structure, C21H43KO16 at a distorted geometry. The level of theory is ωB97M-V with the def2-TZVPD basis set.

The geometry in XYZ format:
```
81
C21H43KO16 ωB97M-V with the def2-TZVPD basis set
K 1.532 -1.576 4.385
C -0.315 -2.408 0.942
O 0.780 -2.121 1.732
H -0.877 -1.540 0.598
H -0.094 -2.931 0.011
H -1.098 -2.969 1.452
C -3.817 6.207 -2.828
C -4.268 4.845 -2.334
O -3.117 4.075 -2.125
C -3.228 2.900 -1.411
O -4.291 2.461 -0.974
O -1.977 2.454 -1.219
C -1.775 1.212 -0.506
H -3.388 6.824 -2.039
H -4.702 6.780 -3.106
H -3.284 6.199 -3.778
H -4.808 4.357 -3.146
H -4.915 4.896 -1.458
H -2.308 1.268 0.444
H -0.719 1.006 -0.335
H -2.215 0.344 -0.996
C -3.304 3.548 4.972
C -2.811 2.610 3.949
O -1.733 1.719 4.355
C -1.844 0.330 4.196
O -0.850 -0.394 4.372
O -3.011 -0.083 3.684
C -3.313 -1.436 3.402
H -3.550 3.054 5.912
H -4.301 3.906 4.717
H -2.838 4.529 5.058
H -2.349 3.253 3.200
H -3.610 2.016 3.505
H -4.300 -1.513 2.947
H -3.325 -2.030 4.316
H -2.528 -1.834 2.758
C 1.313 0.242 -5.321
C 0.832 0.464 -3.887
O -0.191 -0.434 -3.558
C 0.156 -1.657 -3.097
O 1.286 -2.008 -2.702
O -0.890 -2.447 -3.130
C -0.895 -3.831 -2.753
H 1.758 -0.753 -5.347
H 2.114 0.934 -5.580
H 0.502 0.158 -6.045
H 0.455 1.486 -3.858
H 1.722 0.515 -3.259
H -1.580 -3.975 -1.918
H -0.034 -4.159 -2.171
H -1.260 -4.494 -3.537
C 4.240 4.312 -1.313
C 2.745 4.153 -1.393
O 2.091 3.776 -0.221
C 2.164 2.449 0.256
O 2.682 1.481 -0.313
O 1.368 2.467 1.379
C 1.339 1.300 2.211
H 4.561 5.081 -0.611
H 4.714 4.685 -2.221
H 4.742 3.373 -1.080
H 2.517 3.389 -2.136
H 2.295 5.041 -1.836
H 0.521 1.332 2.930
H 2.283 1.089 2.714
H 1.119 0.385 1.660
C 1.267 -6.343 2.688
C 1.900 -5.311 1.772
O 3.223 -5.618 1.394
C 3.756 -5.195 0.146
O 3.181 -4.438 -0.666
O 4.893 -5.871 -0.083
C 5.718 -5.603 -1.212
H 1.762 -6.590 3.628
H 0.958 -7.182 2.065
H 0.258 -6.042 2.970
H 1.997 -4.347 2.272
H 1.211 -5.146 0.944
H 6.129 -6.540 -1.586
H 6.513 -4.950 -0.854
H 5.117 -5.140 -1.995
```

ΔE to the lowest compared entry with this formula, charge and spin = 2.913 eV
total energy = -71556.17369 eV

=====

- Which value of total energy does entry 2 give?
  -71556.17369 eV